{"formula": "C2H7N2PS", "method": "ωB97M-V with the def2-TZVPD basis set", "elements": ["C", "C", "N", "N", "P", "S", "H", "H", "H", "H", "H", "H", "H"], "xyz": [[0.14, -0.67, -1.37], [0.11, 1.57, 0.43], [-0.72, -0.64, -0.13], [-0.87, 0.47, 0.68], [0.40, -0.91, 2.75], [0.66, -2.27, 1.42], [1.20, -0.71, -1.04], [-0.13, -1.70, -1.74], [-0.05, 0.07, -2.13], [0.07, 2.08, 1.45], [1.13, 1.19, 0.10], [-0.25, 2.47, -0.24], [-1.71, -0.96, -0.19]], "lumo_energy_ev": [-0.812, -1.041], "largest_force_ev_per_a": 3.1, "e_tot_ha": -929.30630, "homo_energy_ev": [-7.5, -6.9], "homo_lumo_gap_ev": [6.66, 5.85]}



{"formula": "C2H7N2S", "method": "ωB97M-V with the def2-TZVPD basis set", "elements": ["C", "S", "H", "H", "H", "N", "C", "N", "H", "H", "H", "H"], "xyz": [[-0.11, -1.38, -2.48], [0.44, 0.29, -1.70], [0.38, -2.04, -1.72], [-1.18, -1.52, -2.44], [0.51, -1.71, -3.40], [0.40, 0.63, 1.16], [-0.66, 0.51, 2.01], [-0.70, 0.07, 3.27], [0.28, 0.49, 0.05], [1.28, 0.08, 1.47], [-1.57, 1.08, 1.73], [0.01, -0.65, 3.30]], "total_charge": -1, "lumo_energy_ev": 4.355, "largest_force_ev_per_a": 3.5, "e_tot_ha": -588.09179, "homo_energy_ev": -3.1, "homo_lumo_gap_ev": 7.47}



{"formula": "C2H7N2S", "method": "ωB97M-V with the def2-TZVPD basis set", "elements": ["C", "C", "N", "N", "S", "H", "H", "H", "H", "H", "H", "H"], "xyz": [[-1.39, -0.90, -0.27], [2.45, 0.67, -0.08], [-2.52, -0.35, -0.02], [-0.30, -0.79, 0.40], [1.20, -1.58, -0.08], [-1.33, -1.30, -1.20], [3.06, 0.07, 0.55], [1.59, 1.04, 0.50], [2.53, 1.00, -1.09], [-3.41, -0.44, -0.48], [-2.67, 0.03, 0.99], [-0.29, -0.56, 1.41]], "total_charge": 1, "lumo_energy_ev": [-4.016, -7.057], "multiplicity": 3, "largest_force_ev_per_a": 5.6, "s2": 2.01, "e_tot_ha": -587.67709, "homo_energy_ev": [-11.4, -14.3], "homo_lumo_gap_ev": [7.40, 7.20]}



{"formula": "C2H7N3", "method": "ωB97M-V with the def2-TZVPD basis set", "elements": ["H", "N", "N", "C", "H", "H", "H", "C", "N", "H", "H", "H"], "xyz": [[-0.42, -1.50, -1.76], [0.06, -1.30, -0.88], [0.95, -0.37, -1.10], [1.50, 0.05, 0.08], [2.32, 0.76, -0.06], [0.43, 0.56, 0.67], [1.68, -0.71, 0.84], [-1.08, 0.52, 0.83], [-1.52, -0.13, -0.24], [-1.16, 1.61, 0.90], [-1.23, 0.01, 1.78], [-1.53, 0.50, -1.05]], "smiles": "[H]/N=N/C.C=N", "lumo_energy_ev": 0.849, "largest_force_ev_per_a": 2.1, "e_tot_ha": -244.51367, "homo_energy_ev": -8.8, "homo_lumo_gap_ev": 9.67}



{"formula": "C2H7N3", "method": "ωB97M-V with the def2-TZVPD basis set", "elements": ["N", "C", "N", "H", "H", "C", "N", "H", "H", "H", "H", "H"], "xyz": [[1.60, 0.19, -1.85], [0.52, -0.19, -1.63], [-0.55, -1.01, -1.70], [-1.21, -0.82, -0.93], [-0.33, -1.96, -1.93], [0.48, 0.33, 1.54], [-0.52, 0.64, 0.31], [1.40, -0.19, 1.29], [0.74, 1.24, 2.09], [-0.13, -0.32, 2.16], [-1.48, 0.46, 0.60], [-0.50, 1.62, 0.05]], "smiles": "N#CN.CN", "lumo_energy_ev": 0.750, "largest_force_ev_per_a": 3.1, "e_tot_ha": -244.61111, "homo_energy_ev": -9.4, "homo_lumo_gap_ev": 10.16}



{"formula": "C2H7N3O", "method": "ωB97M-V with the def2-TZVPD basis set", "elements": ["C", "N", "N", "C", "N", "O", "H", "H", "H", "H", "H", "H", "H"], "xyz": [[1.78, -0.50, -0.37], [0.87, 0.04, 0.68], [0.15, 1.17, 0.24], [-1.20, 1.11, 0.02], [-2.03, 0.02, -0.09], [-1.71, -1.35, 0.30], [2.50, 0.15, -0.75], [1.22, -0.81, -1.25], [2.44, -1.33, 0.08], [1.22, 0.42, 1.61], [-1.73, 2.11, -0.28], [-2.71, 0.20, -0.79], [-0.81, -1.22, 0.60]], "smiles": "CN/N=C\\NO", "lumo_energy_ev": 0.916, "largest_force_ev_per_a": 4.9, "e_tot_ha": -319.75512, "homo_energy_ev": -8.2, "homo_lumo_gap_ev": 9.10}



{"formula": "C2H7N3O2", "method": "ωB97M-V with the def2-TZVPD basis set", "elements": ["H", "N", "C", "C", "H", "H", "H", "H", "O", "N", "N", "O", "H", "H"], "xyz": [[1.66, 0.39, -0.48], [0.95, -0.28, -0.34], [0.16, -0.45, 0.61], [0.19, 0.37, 1.84], [-0.49, -1.44, 0.65], [-0.49, 1.18, 1.66], [0.04, -0.19, 2.88], [1.18, 1.00, 1.94], [0.14, -0.66, -2.60], [-0.43, 0.55, -2.23], [-1.24, 1.08, -2.94], [-1.86, 0.54, -3.99], [0.57, -1.08, -1.84], [-1.44, -0.33, -4.07]], "smiles": "[H]/N=C\\C.O/N=N\\O", "lumo_energy_ev": 0.959, "largest_force_ev_per_a": 4.0, "e_tot_ha": -394.96573, "homo_energy_ev": -9.7, "homo_lumo_gap_ev": 10.67}



{"formula": "C2H7N3O2", "method": "ωB97M-V with the def2-TZVPD basis set", "elements": ["H", "N", "C", "N", "C", "N", "O", "H", "H", "H", "H", "O", "H", "H"], "xyz": [[-0.12, 1.39, 0.04], [-1.16, 1.43, 0.11], [-1.67, 0.26, 0.00], [-3.08, 0.20, 0.11], [-0.94, -0.96, -0.38], [0.22, -1.35, -0.04], [0.82, -0.55, 1.04], [-3.52, 1.12, 0.06], [-3.46, -0.45, -0.55], [-1.37, -1.64, -1.17], [1.72, -0.74, 0.85], [4.09, 0.52, -0.36], [4.39, 1.16, 0.30], [4.09, -0.38, -0.01]], "smiles": "[H]/N=C(N)\\C=N/O.O", "lumo_energy_ev": 0.496, "largest_force_ev_per_a": 2.8, "e_tot_ha": -395.07393, "homo_energy_ev": -9.5, "homo_lumo_gap_ev": 10.03}



{"formula": "C2H7N3O2", "method": "ωB97M-V with the def2-TZVPD basis set", "elements": ["C", "N", "C", "N", "O", "N", "O", "H", "H", "H", "H", "H", "H", "H"], "xyz": [[2.01, 0.70, 1.02], [1.25, 0.81, -0.34], [0.06, 0.49, -0.40], [-0.96, 0.47, -1.46], [-1.84, -0.81, -1.27], [-0.48, -0.09, 0.79], [0.21, -1.22, 1.20], [3.06, 1.27, 0.94], [1.93, -0.52, 1.28], [1.34, 1.23, 1.84], [-0.72, 0.50, -2.43], [-2.67, -0.21, -0.66], [-1.53, -0.22, 0.65], [0.47, -1.23, 2.31]], "smiles": "CN=C(NO)NO", "lumo_energy_ev": 0.316, "largest_force_ev_per_a": 6.3, "e_tot_ha": -394.88317, "homo_energy_ev": -9.2, "homo_lumo_gap_ev": 9.49}



{"formula": "C2H7N3OS", "method": "ωB97M-V with the def2-TZVPD basis set", "elements": ["C", "N", "C", "N", "O", "N", "S", "H", "H", "H", "H", "H", "H", "H"], "xyz": [[-1.41, -1.21, 1.03], [-0.23, -1.20, 0.18], [0.16, -0.01, -0.19], [-0.56, 1.20, 0.04], [0.05, 2.35, -0.58], [1.36, 0.08, -0.85], [2.18, -1.23, -1.55], [-1.39, -0.35, 1.74], [-2.33, -1.06, 0.49], [-1.54, -2.16, 1.62], [-1.53, 1.15, -0.26], [0.39, 2.87, 0.19], [1.64, 0.98, -1.18], [3.20, -1.39, -0.67]], "smiles": "C/N=C(\\NO)NS", "lumo_energy_ev": 0.579, "largest_force_ev_per_a": 2.6, "e_tot_ha": -718.00960, "homo_energy_ev": -8.6, "homo_lumo_gap_ev": 9.18}